No. 1
{
  "formula": "C2H2Br2Cl2",
  "method": "wB97M-V/def2-TZVPD",
  "symbols": ["Cl", "C", "Cl", "C", "Br", "Br", "H", "H"],
  "xyz": [[1.45, 2.24, 0.69], [0.27, 1.07, 0.08], [-1.28, 1.84, -0.23], [-0.06, -0.25, 1.18], [1.69, -1.20, 1.27], [-0.59, 0.51, 2.82], [0.51, 0.40, -0.85], [-0.66, -0.89, 0.57]],
  "nbo_charge": [0.03, -0.29, 0.00, -0.36, 0.02, 0.13, 0.24, 0.23],
  "relative_energy_kcal_mol": 20.8,
  "homo_ev": -10.4,
  "homo_lumo_gap_ha": 0.3927
}



No. 2
{
  "formula": "C2H2Br2O",
  "method": "wB97M-V/def2-TZVPD",
  "symbols": ["C", "C", "O", "Br", "Br", "H", "H"],
  "xyz": [[-0.67, 0.22, 0.42], [0.60, 0.08, -0.40], [-1.86, 0.35, 0.22], [1.48, -1.66, 0.06], [1.70, 1.54, 0.06], [0.29, 0.22, -1.46], [-0.26, 0.30, 1.51]],
  "nbo_charge": [0.40, -0.46, -0.48, 0.07, 0.12, 0.25, 0.09],
  "relative_energy_kcal_mol": 4.9,
  "homo_ev": -10.5,
  "homo_lumo_gap_ha": 0.3752
}



No. 3
{
  "formula": "C2H2Br3O2S",
  "method": "wB97M-V/def2-TZVPD",
  "symbols": ["C", "C", "O", "O", "S", "Br", "Br", "Br", "H", "H"],
  "xyz": [[0.62, -0.07, -0.23], [0.10, 0.07, 1.06], [-1.82, 0.81, -1.32], [-0.38, -0.52, -2.78], [-1.06, -0.42, -1.49], [1.93, 0.02, 2.69], [-0.74, 1.71, 1.49], [-0.94, -1.40, 1.66], [1.16, -0.99, -0.43], [1.11, 0.80, -0.65]],
  "nbo_charge": [-0.76, -0.10, -0.98, -0.98, 1.58, -0.47, 0.13, 0.09, 0.25, 0.25],
  "relative_energy_kcal_mol": 0.0,
  "homo_ev": [-4.3, -4.3],
  "homo_lumo_gap_ha": [0.2534, 0.2534],
  "charge": -1
}



No. 4
{
  "formula": "C2H2BrCl3",
  "method": "wB97M-V/def2-TZVPD",
  "symbols": ["C", "C", "Cl", "Cl", "Cl", "Br", "H", "H"],
  "xyz": [[-1.56, -0.70, 1.01], [1.99, 0.73, 0.63], [-1.61, -1.88, 2.21], [-0.28, 0.47, 1.11], [2.95, -0.49, 1.29], [2.19, 2.59, 1.26], [-1.39, -1.09, 0.04], [1.66, 0.59, -0.51]],
  "nbo_charge": [-0.29, -0.41, 0.05, 0.10, 0.07, 0.06, 0.18, 0.24],
  "relative_energy_kcal_mol": 97.6,
  "homo_ev": [-8.9, -8.2],
  "homo_lumo_gap_ha": [0.3081, 0.2680]
}



No. 5
{
  "formula": "C2H2BrF3O",
  "method": "wB97M-V/def2-TZVPD",
  "symbols": ["O", "C", "C", "F", "F", "F", "H", "Br", "H"],
  "xyz": [[0.76, -1.45, -0.97], [0.05, -0.68, -0.49], [-1.46, -0.88, -0.38], [-2.20, 0.24, -0.67], [-1.86, -1.82, -1.33], [-1.81, -1.32, 0.89], [0.37, 0.34, -0.10], [2.73, 2.19, 1.36], [3.43, 3.38, 1.70]],
  "nbo_charge": [-0.41, 0.36, 0.88, -0.32, -0.32, -0.32, 0.13, -0.21, 0.21],
  "relative_energy_kcal_mol": 14.7,
  "homo_ev": -11.3,
  "homo_lumo_gap_ha": 0.4167
}



No. 6
{
  "formula": "C2H2BrFO",
  "method": "wB97M-V/def2-TZVPD",
  "symbols": ["C", "C", "O", "F", "Br", "H", "H"],
  "xyz": [[0.74, 0.52, 0.42], [0.37, -0.51, -0.49], [1.14, 1.58, -0.09], [-0.21, -1.56, 0.06], [-3.29, 0.00, 0.22], [1.08, 0.24, 1.49], [0.17, -0.28, -1.60]],
  "nbo_charge": [0.20, 0.27, -0.49, -0.30, 0.00, 0.15, 0.18],
  "relative_energy_kcal_mol": 59.3,
  "homo_ev": [-10.2, -9.5],
  "homo_lumo_gap_ha": [0.3305, 0.2079]
}



No. 7
{
  "formula": "C2H2BrFO",
  "method": "wB97M-V/def2-TZVPD",
  "symbols": ["C", "C", "O", "F", "Br", "H", "H"],
  "xyz": [[0.57, 0.73, 0.11], [-0.05, -0.49, -0.42], [1.48, 0.71, 0.89], [-0.76, -0.41, -1.52], [-1.78, -0.74, 1.44], [0.12, 1.67, -0.25], [0.42, -1.46, -0.26]],
  "nbo_charge": [0.30, 0.35, -0.45, -0.28, -0.29, 0.14, 0.21],
  "relative_energy_kcal_mol": 20.6,
  "homo_ev": -10.4,
  "homo_lumo_gap_ha": 0.2960
}



No. 8
{
  "formula": "C2H2BrI",
  "method": "wB97M-V/def2-TZVPD",
  "symbols": ["C", "C", "Br", "I", "H", "H"],
  "xyz": [[-0.86, -0.15, 0.05], [0.49, 0.20, 0.01], [1.07, 1.95, 0.01], [1.88, -1.29, 0.00], [-0.87, -1.25, -0.01], [-1.71, 0.54, -0.05]],
  "nbo_charge": [-0.43, -0.38, 0.13, 0.22, 0.22, 0.23],
  "relative_energy_kcal_mol": 0.0,
  "homo_ev": -9.2,
  "homo_lumo_gap_ha": 0.3492
}



No. 9
{
  "formula": "C2H2BrN",
  "method": "wB97M-V/def2-TZVPD",
  "symbols": ["N", "C", "C", "Br", "H", "H"],
  "xyz": [[-1.28, -1.80, 0.50], [-0.68, -0.86, 0.30], [0.25, 0.34, -0.22], [0.68, 1.62, 1.11], [1.09, -0.17, -0.67], [-0.06, 0.87, -1.02]],
  "nbo_charge": [-0.31, 0.27, -0.53, 0.08, 0.25, 0.24],
  "relative_energy_kcal_mol": 9.5,
  "homo_ev": -11.1,
  "homo_lumo_gap_ha": 0.4238
}



No. 10
{
  "formula": "C2H2BrN",
  "method": "wB97M-V/def2-TZVPD",
  "symbols": ["C", "C", "N", "Br", "H", "H"],
  "xyz": [[-0.78, -0.30, 0.66], [0.55, -0.22, 0.83], [-1.90, -0.07, 0.74], [1.69, -1.65, 0.62], [0.63, 1.12, -1.41], [-0.20, 1.12, -1.43]],
  "nbo_charge": [0.03, -0.02, -0.20, 0.19, -0.01, 0.01],
  "relative_energy_kcal_mol": 42.9,
  "homo_ev": [-9.5, -11.7],
  "homo_lumo_gap_ha": [0.3596, 0.3430],
  "multiplicity": 3
}



No. 11
{
  "formula": "C2H2Cl2",
  "method": "wB97M-V/def2-TZVPD",
  "symbols": ["C", "C", "Cl", "Cl", "H", "H"],
  "xyz": [[0.56, -0.67, 0.24], [-0.31, 0.40, -0.19], [0.04, 2.06, 0.34], [-1.64, 0.23, -1.16], [0.06, -1.64, -0.14], [1.29, -0.38, 0.92]],
  "nbo_charge": [-0.44, -0.13, 0.00, 0.10, 0.24, 0.23],
  "relative_energy_kcal_mol": 19.2,
  "homo_ev": -9.4,
  "homo_lumo_gap_ha": 0.3707
}



No. 12
{
  "formula": "C2H2Cl2",
  "method": "wB97M-V/def2-TZVPD",
  "symbols": ["C", "C", "Cl", "Cl", "H", "H"],
  "xyz": [[-0.01, 1.07, -0.22], [-3.56, 0.52, -0.56], [-1.66, 0.43, 0.22], [-4.64, -0.46, 0.12], [-0.18, 1.51, -1.22], [0.21, 1.99, 0.34]],
  "nbo_charge": [-0.46, -0.13, 0.15, 0.12, 0.17, 0.17],
  "relative_energy_kcal_mol": 165.8,
  "homo_ev": [-7.7, -8.8],
  "homo_lumo_gap_ha": [0.2259, 0.3032]
}



No. 13
{
  "formula": "C2H2Cl2N2S",
  "method": "wB97M-V/def2-TZVPD",
  "symbols": ["C", "C", "N", "N", "S", "Cl", "Cl", "H", "H"],
  "xyz": [[-1.02, 0.92, -1.90], [0.14, 1.19, -1.58], [0.68, -0.63, 1.49], [-0.33, -0.20, 0.79], [0.90, -2.04, 2.21], [1.70, 1.41, -1.16], [-1.50, -1.30, 0.49], [-2.03, 0.68, -1.99], [1.44, -0.03, 1.65]],
  "nbo_charge": [-0.24, -0.13, -0.62, -0.22, 0.25, 0.13, 0.19, 0.24, 0.40],
  "relative_energy_kcal_mol": 0.0,
  "homo_ev": [-7.6, -9.5],
  "homo_lumo_gap_ha": [0.2981, 0.2596],
  "multiplicity": 3
}



No. 14
{
  "formula": "C2H2Cl2O",
  "method": "wB97M-V/def2-TZVPD",
  "symbols": ["C", "C", "O", "Cl", "Cl", "H", "H"],
  "xyz": [[-1.00, 0.96, -0.54], [0.42, 0.73, -0.15], [-0.08, 0.26, -1.26], [-2.22, -0.02, 0.45], [2.55, -1.85, 1.75], [-1.40, 1.89, -1.02], [1.73, -1.97, 0.78]],
  "nbo_charge": [-0.08, 0.34, -0.41, -0.08, -0.26, 0.22, 0.26],
  "relative_energy_kcal_mol": 81.6,
  "homo_ev": -10.6,
  "homo_lumo_gap_ha": 0.3779
}



No. 15
{
  "formula": "C2H2Cl2O2",
  "method": "wB97M-V/def2-TZVPD",
  "symbols": ["C", "C", "O", "O", "Cl", "Cl", "H", "H"],
  "xyz": [[-0.15, 0.58, 0.17], [0.34, -0.70, -0.37], [0.04, 1.48, 1.06], [0.93, 1.53, 2.02], [0.83, -0.19, -2.16], [-1.04, -1.75, -0.38], [-1.05, 1.02, -0.39], [1.07, -1.38, 0.10]],
  "nbo_charge": [0.23, -0.27, -0.05, -0.40, -0.05, 0.06, 0.20, 0.28],
  "relative_energy_kcal_mol": 155.9,
  "homo_ev": [-9.7, -9.7],
  "homo_lumo_gap_ha": [0.3162, 0.3164]
}



No. 16
{
  "formula": "C2H2Cl2O2S",
  "method": "wB97M-V/def2-TZVPD",
  "symbols": ["C", "C", "O", "O", "S", "Cl", "Cl", "H", "H"],
  "xyz": [[0.56, 0.58, 0.28], [-0.72, 1.07, -1.15], [-1.25, -1.25, 0.65], [0.54, -0.97, 2.34], [0.10, -0.93, 0.98], [-0.44, 2.36, -2.08], [1.31, -2.29, -0.03], [1.57, 0.82, 0.04], [-1.67, 0.59, -1.02]],
  "nbo_charge": [-0.46, -0.18, -0.90, -0.88, 2.06, 0.16, -0.25, 0.22, 0.22],
  "relative_energy_kcal_mol": 121.2,
  "homo_ev": [-10.4, -9.4],
  "homo_lumo_gap_ha": [0.3401, 0.2648]
}



No. 17
{
  "formula": "C2H2Cl2O3",
  "method": "wB97M-V/def2-TZVPD",
  "symbols": ["C", "C", "O", "O", "O", "Cl", "Cl", "H", "H"],
  "xyz": [[1.64, 0.06, 0.70], [-1.25, 0.80, 0.40], [2.03, -0.70, 1.50], [-0.90, 1.50, -0.62], [-0.62, 0.49, 1.36], [0.79, -1.59, -1.57], [-2.85, 0.24, 0.22], [-0.09, 1.96, -0.60], [1.25, -2.76, -1.39]],
  "nbo_charge": [0.48, 0.74, -0.59, -0.66, -0.52, -0.25, 0.01, 0.51, 0.27],
  "relative_energy_kcal_mol": 46.1,
  "homo_ev": [-6.1, -11.5],
  "homo_lumo_gap_ha": [0.2361, 0.2871],
  "multiplicity": 3
}



No. 18
{
  "formula": "C2H2Cl2OS",
  "method": "wB97M-V/def2-TZVPD",
  "symbols": ["C", "C", "O", "S", "Cl", "Cl", "H", "H"],
  "xyz": [[-1.08, -0.66, 0.97], [0.94, 0.13, -0.53], [-2.21, -0.36, 1.06], [0.22, 1.65, -0.74], [2.15, -0.10, 0.60], [1.36, -0.80, -1.98], [-0.34, -1.09, 1.65], [-1.04, 1.23, -1.03]],
  "nbo_charge": [0.42, -0.41, -0.45, 0.08, 0.08, -0.01, 0.15, 0.15],
  "relative_energy_kcal_mol": 83.6,
  "homo_ev": [-8.3, -8.4],
  "homo_lumo_gap_ha": [0.2758, 0.3082]
}



No. 19
{
  "formula": "C2H2Cl2OS",
  "method": "wB97M-V/def2-TZVPD",
  "symbols": ["C", "C", "O", "S", "Cl", "Cl", "H", "H"],
  "xyz": [[1.04, 1.33, -0.16], [-0.97, -0.48, 0.02], [0.95, 2.48, -0.37], [-0.26, -1.37, 1.37], [-2.50, 0.26, 0.25], [-0.81, -0.94, -1.74], [1.92, 0.71, 0.09], [0.62, -1.99, 0.54]],
  "nbo_charge": [0.40, -0.36, -0.46, 0.09, 0.06, -0.02, 0.13, 0.15],
  "relative_energy_kcal_mol": 85.3,
  "homo_ev": [-8.2, -8.0],
  "homo_lumo_gap_ha": [0.2896, 0.3000]
}



No. 20
{
  "formula": "C2H2Cl2OS",
  "method": "wB97M-V/def2-TZVPD",
  "symbols": ["O", "C", "Cl", "C", "S", "Cl", "H", "H"],
  "xyz": [[-1.62, -0.78, -0.75], [-0.99, -0.10, -0.04], [-1.76, 1.29, 0.72], [0.41, -0.30, 0.38], [1.62, 0.23, -0.95], [0.56, -2.06, 0.51], [0.69, 0.15, 1.24], [1.10, 1.57, -1.12]],
  "nbo_charge": [-0.45, 0.52, -0.07, -0.40, 0.00, 0.02, 0.23, 0.15],
  "relative_energy_kcal_mol": 8.9,
  "homo_ev": -10.2,
  "homo_lumo_gap_ha": 0.3726
}